No. 1
C43H52CsN14O3PS3 as an isolated structure in a non-equilibrium geometry, computed with the ωB97M-V functional and the def2-TZVPD basis.

CARTESIAN COORDINATES (ANGSTROEM)
1 Cs 9.49 12.68 12.21
2 C 12.85 12.35 9.97
3 C 12.83 11.43 11.19
4 C 13.44 12.03 12.39
5 C 14.27 11.33 13.23
6 C 14.66 11.84 14.43
7 C 14.45 13.22 14.61
8 C 13.60 13.86 13.71
9 N 13.06 13.27 12.60
10 N 11.76 13.31 9.93
11 C 11.05 13.19 8.64
12 C 10.45 11.86 8.36
13 C 10.21 11.51 7.02
14 C 9.56 10.34 6.71
15 C 9.28 9.45 7.74
16 C 9.66 9.82 9.00
17 N 10.20 11.00 9.32
18 C 12.13 14.67 10.17
19 C 11.01 15.65 10.22
20 C 11.39 17.02 10.26
21 C 10.42 17.93 10.35
22 C 9.08 17.51 10.33
23 C 8.80 16.14 10.43
24 N 9.76 15.23 10.39
25 H 12.83 11.72 9.06
26 H 13.79 12.90 9.99
27 H 13.25 10.41 10.98
28 H 11.81 11.24 11.38
29 H 14.55 10.27 13.07
30 H 15.30 11.35 15.18
31 H 14.94 13.74 15.46
32 H 13.42 14.94 13.76
33 H 11.74 13.47 7.82
34 H 10.16 13.75 8.81
35 H 10.29 12.25 6.27
36 H 9.30 10.13 5.69
37 H 8.81 8.49 7.58
38 H 9.43 9.07 9.76
39 H 12.82 15.05 9.40
40 H 12.59 14.77 11.15
41 H 12.46 17.33 10.18
42 H 10.62 19.03 10.45
43 H 8.25 18.20 10.24
44 H 7.78 15.71 10.42
45 N 5.45 7.57 10.81
46 C 6.40 7.90 11.81
47 S 6.95 6.82 13.03
48 N 6.77 9.15 11.79
49 N 6.48 9.85 10.61
50 C 6.23 11.12 10.78
51 C 6.00 11.84 12.05
52 C 5.17 11.32 13.04
53 C 4.93 12.12 14.21
54 C 5.42 13.44 14.25
55 C 6.15 13.98 13.22
56 C 6.34 13.24 12.04
57 O 6.92 13.70 11.01
58 H 5.62 8.09 9.93
59 H 5.53 6.59 10.61
60 H 6.20 11.72 9.87
61 H 4.68 10.35 12.96
62 H 4.44 11.61 15.10
63 H 5.23 14.01 15.26
64 H 6.49 15.05 13.19
65 C 9.69 10.03 17.29
66 N 10.53 10.59 16.25
67 C 11.39 11.68 16.66
68 C 10.41 10.24 14.95
69 N 11.26 10.58 14.04
70 N 9.23 9.51 14.67
71 C 8.04 10.23 14.83
72 N 6.93 9.53 15.05
73 N 8.15 11.51 14.87
74 H 8.73 10.51 17.43
75 H 10.19 10.08 18.30
76 H 9.46 8.95 17.07
77 H 12.17 11.27 17.28
78 H 10.74 12.43 17.20
79 H 11.80 12.19 15.78
80 H 12.14 10.99 14.36
81 H 9.27 8.75 14.00
82 H 6.84 8.62 14.53
83 H 6.06 10.11 14.99
84 H 7.23 11.94 15.08
85 O 15.82 17.24 15.49
86 O 15.30 16.41 14.48
87 N 16.63 20.08 12.41
88 N 15.63 21.11 12.54
89 H 16.24 19.12 12.50
90 H 17.21 20.19 13.25
91 H 14.94 20.70 13.15
92 H 15.11 21.20 11.67
93 S 12.30 19.78 13.53
94 P 12.87 18.19 14.54
95 S 14.41 17.30 13.34
96 C 11.48 16.97 14.75
97 C 11.22 16.20 15.92
98 C 10.12 15.39 15.96
99 C 9.26 15.22 14.87
100 C 9.43 16.05 13.80
101 C 10.52 16.94 13.76
102 C 13.72 18.44 16.04
103 C 14.64 17.32 16.49
104 C 15.23 17.59 17.79
105 C 15.34 18.87 18.28
106 C 14.62 19.97 17.68
107 C 13.87 19.73 16.56
108 H 11.86 16.37 16.73
109 H 9.94 14.78 16.78
110 H 8.37 14.60 14.95
111 H 8.75 16.02 13.00
112 H 10.66 17.52 12.90
113 H 14.20 16.32 16.33
114 H 15.79 16.84 18.36
115 H 15.94 19.06 19.18
116 H 14.84 20.91 18.08
117 H 13.34 20.55 16.14

Multiplicity   1
Total charge   -2
LUMO   3.2 eV
F_max   3.09 eV/Å


No. 2
A 11-piece molecular cluster, C52H54ClN10OP overall in a non-equilibrium geometry, computed with the ωB97M-V functional and the def2-TZVPD basis.

CARTESIAN COORDINATES (ANGSTROEM)
1 O 0.69 0.66 2.40
2 C 0.65 1.09 1.34
3 Cl 1.95 0.75 0.13
4 C -0.45 1.93 0.76
5 P -1.78 0.76 0.14
6 H -0.03 2.48 -0.08
7 H -0.84 2.63 1.49
8 H -1.16 -0.50 -0.04
9 H -2.57 0.58 1.31
10 C 2.91 -1.59 2.87
11 C 3.08 -2.74 2.12
12 C 4.04 -3.66 2.51
13 N 4.82 -3.49 3.58
14 C 4.64 -2.38 4.30
15 C 3.71 -1.40 3.99
16 H 2.17 -0.84 2.58
17 H 2.47 -2.92 1.24
18 H 4.19 -4.58 1.95
19 H 5.30 -2.27 5.16
20 H 3.62 -0.52 4.60
21 C 7.35 -6.55 5.16
22 C 7.38 -5.17 5.29
23 C 8.12 -4.63 6.32
24 N 8.81 -5.35 7.21
25 C 8.77 -6.67 7.07
26 C 8.06 -7.32 6.07
27 H 6.79 -7.02 4.36
28 H 6.83 -4.54 4.60
29 H 8.17 -3.55 6.46
30 H 9.34 -7.24 7.80
31 H 8.07 -8.40 6.00
32 C -0.28 -4.28 -3.61
33 C 0.60 -3.96 -2.60
34 C 0.14 -3.18 -1.55
35 N -1.11 -2.73 -1.46
36 C -1.94 -3.04 -2.45
37 C -1.59 -3.81 -3.54
38 H 0.04 -4.88 -4.45
39 H 1.63 -4.30 -2.62
40 H 0.80 -2.91 -0.73
41 H -2.95 -2.65 -2.35
42 H -2.31 -4.04 -4.31
43 C -4.00 5.62 -2.90
44 C -3.83 4.45 -3.62
45 C -2.93 3.51 -3.15
46 N -2.21 3.67 -2.04
47 C -2.38 4.80 -1.37
48 C -3.25 5.81 -1.75
49 H -4.69 6.38 -3.24
50 H -4.39 4.27 -4.53
51 H -2.77 2.58 -3.68
52 H -1.77 4.90 -0.47
53 H -3.35 6.71 -1.16
54 C 3.98 4.96 -2.79
55 C 3.48 3.74 -2.37
56 C 2.28 3.73 -1.68
57 N 1.59 4.83 -1.38
58 C 2.09 5.99 -1.78
59 C 3.27 6.12 -2.49
60 H 4.92 5.02 -3.34
61 H 4.01 2.82 -2.59
62 H 1.84 2.80 -1.34
63 H 1.50 6.87 -1.52
64 H 3.63 7.09 -2.80
65 C 4.83 -8.56 -0.84
66 C 4.03 -8.72 0.28
67 C 3.78 -7.61 1.07
68 N 4.26 -6.39 0.81
69 C 5.03 -6.26 -0.27
70 C 5.34 -7.30 -1.13
71 H 5.05 -9.40 -1.48
72 H 3.61 -9.68 0.54
73 H 3.15 -7.68 1.95
74 H 5.41 -5.26 -0.45
75 H 5.97 -7.14 -1.99
76 C -7.23 0.09 -3.49
77 C -7.13 -1.08 -4.23
78 C -6.27 -2.07 -3.79
79 N -5.53 -1.96 -2.69
80 C -5.63 -0.83 -1.99
81 C -6.46 0.22 -2.35
82 H -7.89 0.89 -3.80
83 H -7.72 -1.22 -5.13
84 H -6.17 -3.00 -4.33
85 H -5.01 -0.77 -1.10
86 H -6.50 1.12 -1.74
87 C 1.15 -0.76 8.09
88 C 0.45 -1.95 8.27
89 C -0.03 -2.60 7.15
90 N 0.14 -2.16 5.90
91 C 0.81 -1.02 5.75
92 C 1.33 -0.28 6.81
93 H 1.54 -0.22 8.95
94 H 0.28 -2.36 9.26
95 H -0.58 -3.54 7.24
96 H 0.93 -0.68 4.73
97 H 1.87 0.64 6.63
98 C 0.72 6.92 -5.65
99 C 0.23 7.43 -6.84
100 C -1.13 7.36 -7.07
101 N -2.00 6.83 -6.21
102 C -1.51 6.35 -5.07
103 C -0.17 6.37 -4.74
104 H 1.78 6.96 -5.43
105 H 0.89 7.87 -7.58
106 H -1.56 7.75 -7.99
107 H -2.24 5.92 -4.39
108 H 0.18 5.96 -3.80
109 C -8.97 4.79 0.63
110 C -7.72 4.39 0.20
111 C -7.61 3.84 -1.07
112 N -8.63 3.67 -1.90
113 C -9.83 4.05 -1.46
114 C -10.06 4.62 -0.21
115 H -9.10 5.22 1.62
116 H -6.85 4.50 0.83
117 H -6.64 3.52 -1.45
118 H -10.65 3.90 -2.16
119 H -11.05 4.91 0.08

Multiplicity   1
SMILES   O=C(Cl)CP.c1ccncc1.c1ccncc1.c1ccncc1.c1ccncc1.c1ccncc1.c1ccncc1.c1ccncc1.c1ccncc1.c1ccncc1.c1ccncc1
LUMO   0.6 eV
F_max   3.02 eV/Å


No. 3
An isolated molecule of C6H10S in a non-equilibrium geometry, computed with the ωB97M-V functional and the def2-TZVPD basis.

CARTESIAN COORDINATES (ANGSTROEM)
1 C 1.41 0.52 -0.47
2 C 1.36 -0.79 0.03
3 C -0.04 -1.36 -0.15
4 C -0.93 -0.05 -0.01
5 C 0.00 1.21 -0.35
6 C -1.92 0.27 0.90
7 S -2.58 -0.26 -0.68
8 H 2.31 0.93 -0.08
9 H 1.41 0.51 -1.60
10 H 2.05 -1.48 -0.56
11 H 1.43 -0.89 1.25
12 H -0.18 -1.59 -1.21
13 H -0.49 -2.00 0.61
14 H -0.09 1.72 -1.43
15 H -0.26 1.99 0.48
16 H -1.69 -0.17 2.06
17 H -1.79 1.46 1.20

Multiplicity   1
SMILES   C1CCC2(C1)CS2
LUMO   0.8 eV
F_max   7.70 eV/Å


No. 4
An isolated molecule of C5H9N, computed with the ωB97M-V functional and the def2-TZVPD basis.

CARTESIAN COORDINATES (ANGSTROEM)
1 C -1.17 -1.25 -0.46
2 C -0.16 -0.15 -0.19
3 C -0.12 0.81 1.01
4 N 1.31 1.07 0.61
5 C 1.33 -0.36 0.15
6 C -0.04 0.79 -1.38
7 H -0.90 -1.80 -1.37
8 H -2.17 -0.82 -0.61
9 H -1.23 -1.96 0.37
10 H -0.81 1.67 1.00
11 H -0.12 0.36 2.01
12 H 1.54 -1.00 1.02
13 H 2.02 -0.58 -0.67
14 H 1.30 1.60 -0.29
15 H -0.78 1.60 -1.20

Multiplicity   1
LUMO (spin up / spin down)   -0.6 / -0.6 eV
F_max   0.53 eV/Å


No. 5
C51H40BrGeN5O4V as an isolated structure in a non-equilibrium geometry, computed with the ωB97M-V functional and the def2-TZVPD basis.

CARTESIAN COORDINATES (ANGSTROEM)
1 V -0.46 0.43 -0.30
2 O -2.06 5.64 3.75
3 C -2.15 4.47 4.11
4 O -2.46 3.97 5.19
5 C -1.82 3.43 2.98
6 C -1.68 2.07 3.26
7 C -1.34 1.19 2.24
8 N -1.09 1.61 0.98
9 C -1.28 2.92 0.69
10 C -1.65 3.84 1.66
11 C -1.05 3.18 -0.70
12 C -1.33 4.37 -1.37
13 C -1.07 4.48 -2.72
14 C -0.51 3.38 -3.37
15 C -0.27 2.23 -2.65
16 N -0.52 2.10 -1.35
17 C -1.34 -0.25 2.30
18 C -1.69 -1.03 3.41
19 C -1.81 -2.39 3.26
20 C -1.64 -2.94 1.99
21 C -1.29 -2.12 0.95
22 N -1.09 -0.80 1.08
23 H -1.84 1.74 4.28
24 H -1.79 4.88 1.42
25 H -1.78 5.18 -0.82
26 H -1.29 5.39 -3.26
27 H -0.27 3.41 -4.42
28 H 0.16 1.36 -3.15
29 H -1.86 -0.54 4.35
30 H -2.06 -3.01 4.11
31 H -1.78 -4.00 1.83
32 H -1.16 -2.52 -0.05
33 O 1.37 -3.90 -3.71
34 C 2.06 -2.72 -3.73
35 C 3.25 -2.68 -4.45
36 C 3.98 -1.51 -4.52
37 C 3.54 -0.37 -3.87
38 C 2.38 -0.41 -3.12
39 C 1.63 -1.58 -3.04
40 C 0.38 -1.67 -2.18
41 O 0.02 -0.58 -1.51
42 N -0.76 -2.16 -3.00
43 N -1.92 -1.78 -2.39
44 C -3.00 -1.60 -3.07
45 C -4.16 -1.06 -2.45
46 Br -3.78 0.08 -0.91
47 C -5.44 -1.26 -2.86
48 C -5.83 -2.28 -3.79
49 C -5.08 -3.45 -3.99
50 C -5.45 -4.39 -4.92
51 C -6.59 -4.21 -5.69
52 C -7.38 -3.09 -5.47
53 C -7.01 -2.14 -4.53
54 H 0.52 -3.76 -3.27
55 H 3.58 -3.58 -4.95
56 H 4.90 -1.50 -5.09
57 H 4.11 0.55 -3.92
58 H 2.06 0.46 -2.56
59 H 0.57 -2.47 -1.42
60 H -0.69 -1.87 -3.98
61 H -3.05 -1.79 -4.15
62 H -6.23 -0.63 -2.46
63 H -4.21 -3.63 -3.36
64 H -4.84 -5.27 -5.06
65 H -6.87 -4.94 -6.43
66 H -8.29 -2.94 -6.03
67 H -7.63 -1.27 -4.38
68 C 1.30 0.43 0.39
69 Ge 2.21 0.69 2.06
70 C 4.09 0.96 1.44
71 C 4.70 -0.08 0.75
72 C 5.97 0.04 0.22
73 C 6.66 1.24 0.37
74 C 6.06 2.29 1.04
75 C 4.79 2.15 1.57
76 C 2.39 -1.02 3.11
77 C 3.24 -1.10 4.20
78 C 3.39 -2.27 4.91
79 C 2.67 -3.40 4.54
80 C 1.83 -3.34 3.44
81 C 1.70 -2.16 2.73
82 C 1.63 2.15 3.26
83 C 1.35 1.91 4.60
84 C 0.90 2.94 5.41
85 C 0.72 4.21 4.90
86 C 0.99 4.45 3.56
87 C 1.44 3.42 2.75
88 H 2.04 0.00 -0.29
89 H 4.16 -1.02 0.62
90 H 6.42 -0.79 -0.30
91 H 7.65 1.35 -0.04
92 H 6.59 3.23 1.15
93 H 4.34 2.97 2.10
94 H 3.81 -0.22 4.49
95 H 4.06 -2.32 5.76
96 H 2.77 -4.32 5.10
97 H 1.27 -4.22 3.13
98 H 1.06 -2.13 1.86
99 H 1.48 0.91 5.00
100 H 0.67 2.74 6.45
101 H 0.34 5.00 5.52
102 H 0.82 5.44 3.15
103 H 1.63 3.60 1.69

Multiplicity   3
Total charge   -1
LUMO (spin up / spin down)   1.2 / 1.2 eV
F_max   8.45 eV/Å